# 1
{
  "formula": "C15H17Cl2NO3",
  "method": "the ωB97M-V functional and the def2-TZVPD basis",
  "species": ["O", "C", "N", "H", "C", "H", "H", "C", "C", "C", "C", "C", "C", "C", "Cl", "H", "Cl", "H", "H", "H", "H", "C", "H", "H", "O", "C", "O", "C", "H", "C", "H", "H", "C", "H", "H", "C", "H", "H"],
  "xyz": [[3.18, 1.18, 1.91], [2.41, 0.61, 1.17], [1.09, 0.46, 1.39], [0.51, 0.06, 0.66], [0.41, 1.12, 2.48], [1.17, 1.46, 3.19], [-0.25, 0.40, 2.98], [-0.42, 2.32, 1.98], [-1.41, 1.87, 0.95], [-2.62, 1.31, 1.34], [-3.54, 0.83, 0.43], [-3.24, 0.90, -0.93], [-2.05, 1.45, -1.36], [-1.15, 1.93, -0.42], [0.33, 2.62, -1.00], [-1.82, 1.51, -2.41], [-4.37, 0.31, -2.09], [-4.47, 0.40, 0.75], [-2.85, 1.26, 2.40], [-0.94, 2.76, 2.83], [0.26, 3.06, 1.56], [2.87, -0.05, -0.14], [3.95, 0.09, -0.24], [2.34, 0.42, -0.98], [2.65, -1.46, -0.17], [1.46, -1.92, -0.54], [0.52, -1.20, -0.82], [1.39, -3.42, -0.53], [0.54, -3.72, -1.13], [2.72, -4.16, -0.80], [2.58, -5.04, -1.42], [3.51, -3.55, -1.21], [2.84, -4.49, 0.70], [3.59, -3.89, 1.20], [3.00, -5.53, 0.94], [1.41, -3.97, 0.92], [0.68, -4.75, 1.07], [1.29, -3.22, 1.70]],
  "lumo_ev": 0.7,
  "orbital_gap_ev": 9.83,
  "de_lowest_kj_mol": 65.0,
  "homo_ha": -0.334,
  "charge": 0,
  "multiplicity": 1,
  "smiles": "O=C(COC(=O)C1CCC1)NCCc1ccc(Cl)cc1Cl"
}



# 2
{
  "formula": "C6H12S2",
  "method": "the ωB97M-V functional and the def2-TZVPD basis",
  "species": ["C", "C", "C", "C", "C", "C", "H", "H", "H", "H", "H", "H", "H", "H", "H", "H", "H", "H", "S", "S"],
  "xyz": [[1.23, -0.47, 0.37], [1.23, 0.91, -0.25], [-0.05, 1.72, 0.00], [-1.32, 0.93, -0.27], [-1.29, -0.49, 0.35], [-0.04, -1.26, -0.03], [3.54, -0.56, 0.02], [1.33, -0.42, 1.47], [1.39, 0.82, -1.33], [2.16, 1.41, 0.11], [-0.07, 2.61, -0.65], [-0.09, 2.06, 1.03], [-2.22, 1.43, 0.06], [-1.36, 0.84, -1.36], [-1.36, -0.50, 1.44], [-2.71, -2.59, 0.20], [-0.15, -1.39, -1.11], [-0.07, -2.26, 0.42], [2.67, -1.46, -0.23], [-2.83, -1.32, -0.23]],
  "lumo_ev": 0.9,
  "orbital_gap_ev": 9.95,
  "de_lowest_kj_mol": 0.0,
  "homo_ha": -0.334,
  "charge": 0,
  "multiplicity": 1,
  "smiles": "S[C@@H]1CCC[C@H](S)C1"
}



# 3
{
  "formula": "C23H37N3O2",
  "method": "the ωB97M-V functional and the def2-TZVPD basis",
  "species": ["C", "C", "C", "C", "C", "C", "C", "H", "H", "C", "N", "C", "O", "C", "H", "C", "H", "H", "C", "H", "C", "O", "N", "H", "C", "H", "H", "C", "N", "C", "H", "C", "C", "H", "H", "H", "C", "H", "H", "H", "H", "H", "C", "H", "C", "C", "H", "H", "H", "C", "H", "H", "H", "H", "H", "H", "H", "H", "H", "H", "H", "H", "H", "H", "H"],
  "xyz": [[0.48, -4.61, 0.81], [1.58, -3.56, 0.37], [2.52, -3.02, 1.28], [3.34, -2.17, 0.96], [3.33, -1.76, -0.44], [2.32, -2.11, -1.18], [1.36, -3.12, -0.73], [0.72, -3.31, -1.77], [2.34, -1.57, -2.32], [4.29, -0.52, -0.66], [3.53, 1.02, -0.65], [2.99, 1.47, -1.90], [3.16, 0.69, -3.01], [2.48, 2.79, -1.38], [2.73, 3.46, -2.25], [2.86, 2.93, 0.14], [2.20, 3.25, 0.69], [3.76, 3.57, 0.08], [3.45, 1.68, 0.47], [4.22, 1.67, 1.27], [2.19, 0.98, 1.34], [2.18, 1.16, 2.79], [1.20, 0.55, 0.82], [1.23, 0.31, -0.05], [0.16, -0.12, 1.22], [-0.13, 0.36, 2.26], [0.62, -1.37, 1.91], [-0.94, -0.54, 0.49], [-2.11, 0.24, 0.57], [-3.34, -0.30, 0.38], [-3.51, -0.91, 1.03], [-3.79, -0.87, -1.20], [-3.25, -2.24, -1.24], [-2.22, -2.47, -1.29], [-3.69, -2.98, -0.45], [-3.61, -2.47, -2.16], [-5.26, -0.78, -1.40], [-5.77, -1.35, -0.18], [-5.60, -1.15, -2.18], [-5.76, 0.37, -1.07], [-3.23, -0.30, -1.69], [-4.20, 0.64, 0.78], [-1.85, 1.42, -0.29], [-1.04, 1.12, -1.06], [-1.40, 2.71, 0.48], [-1.02, 3.84, -0.32], [-0.43, 3.63, -1.11], [-0.64, 4.58, 0.32], [-2.12, 4.29, -0.79], [-2.41, 2.95, 1.75], [-1.89, 3.72, 2.30], [-2.37, 2.01, 2.23], [-3.06, 3.23, 1.21], [-0.25, 2.33, 1.08], [-2.55, 1.70, -0.72], [-0.49, -0.83, -0.25], [-1.42, -1.69, 0.85], [1.29, 2.59, -1.42], [4.68, -0.53, -1.64], [5.23, -0.43, 0.36], [4.05, -1.87, 1.64], [2.40, -3.54, 2.39], [0.89, -5.59, 0.44], [-0.63, -4.52, 0.25], [0.21, -4.69, 1.82]],
  "lumo_ev": 0.6,
  "orbital_gap_ev": 9.00,
  "de_lowest_kj_mol": 2581.0,
  "homo_ha": -0.311,
  "charge": 0,
  "multiplicity": 1
}



# 4
{
  "formula": "C29H33MnNO5PS",
  "method": "the ωB97M-V functional and the def2-TZVPD basis",
  "species": ["Mn", "C", "C", "C", "C", "C", "O", "C", "N", "C", "C", "C", "C", "C", "C", "P", "C", "C", "C", "C", "C", "C", "C", "C", "C", "C", "C", "C", "H", "H", "H", "H", "H", "H", "H", "H", "H", "H", "H", "H", "H", "H", "H", "H", "H", "H", "H", "H", "H", "H", "H", "H", "O", "C", "O", "C", "O", "O", "C", "H", "H", "H", "C", "S", "C", "H", "H", "H", "H", "H", "H"],
  "xyz": [[0.18, -0.56, 0.26], [4.34, -2.74, -0.30], [3.40, -1.54, -0.16], [4.02, -0.26, -0.72], [2.94, -1.39, 1.29], [4.02, -0.95, 2.28], [3.39, 0.03, 3.10], [2.19, 0.36, 2.52], [1.90, -0.38, 1.47], [1.47, 1.41, 3.14], [2.08, 2.02, 4.30], [1.56, 3.11, 4.91], [0.38, 3.73, 4.41], [-0.25, 3.15, 3.33], [0.22, 1.98, 2.69], [-0.85, 1.29, 1.43], [-2.43, 0.78, 2.21], [-2.85, 1.19, 3.47], [-4.07, 0.76, 3.98], [-4.88, -0.08, 3.23], [-4.47, -0.50, 1.97], [-3.25, -0.07, 1.47], [-1.35, 2.77, 0.47], [-0.33, 3.42, -0.24], [-0.61, 4.55, -0.98], [-1.91, 5.04, -1.04], [-2.92, 4.39, -0.36], [-2.64, 3.25, 0.39], [4.66, -2.85, -1.33], [3.84, -3.66, 0.01], [5.23, -2.61, 0.32], [2.50, -1.76, -0.74], [5.05, -0.14, -0.38], [3.44, 0.61, -0.42], [4.02, -0.29, -1.81], [2.54, -2.37, 1.61], [4.88, -0.50, 1.78], [4.37, -1.76, 2.92], [2.99, 1.57, 4.67], [2.06, 3.53, 5.78], [-0.01, 4.63, 4.86], [-1.15, 3.62, 2.96], [-2.21, 1.84, 4.06], [-4.38, 1.08, 4.96], [-5.83, -0.42, 3.63], [-5.09, -1.17, 1.39], [-2.92, -0.42, 0.50], [0.68, 3.01, -0.21], [0.18, 5.04, -1.53], [-2.13, 5.93, -1.62], [-3.94, 4.76, -0.41], [-3.45, 2.74, 0.92], [1.48, 0.11, -3.39], [0.87, -0.21, -2.41], [0.94, 0.38, -1.23], [-0.10, -1.43, -2.37], [-0.43, -2.03, -3.36], [-0.49, -1.73, -1.14], [-0.49, -1.87, 1.70], [-0.62, -1.41, 2.68], [0.25, -2.66, 1.78], [-1.44, -2.31, 1.38], [-2.70, 2.89, -3.72], [-1.87, 1.58, -2.81], [-3.31, 0.61, -2.34], [-3.26, 2.47, -4.56], [-1.92, 3.55, -4.11], [-3.36, 3.46, -3.07], [-3.91, 1.13, -1.59], [-2.94, -0.33, -1.92], [-3.92, 0.38, -3.22]],
  "lumo_ev": [2.5, 2.5],
  "orbital_gap_ev": [5.00, 8.21],
  "de_lowest_kj_mol": 25.6,
  "homo_ha": [-0.090, -0.208],
  "charge": -1,
  "s2": 8.890,
  "multiplicity": 6
}



# 5
{
  "formula": "C3H5FOS",
  "method": "the ωB97M-V functional and the def2-TZVPD basis",
  "species": ["C", "C", "C", "O", "F", "S", "H", "H", "H", "H", "H"],
  "xyz": [[-0.03, -1.16, -0.13], [-0.16, 1.34, 0.07], [1.04, -0.07, -0.23], [-2.38, -0.33, 0.89], [1.99, -0.10, 0.80], [-1.49, -0.03, -0.24], [0.06, -1.74, -1.15], [-0.15, -1.71, 0.82], [-0.11, 1.66, 1.13], [-0.19, 2.00, -0.69], [1.43, 0.13, -1.26]],
  "lumo_ev": 0.7,
  "orbital_gap_ev": 9.61,
  "de_lowest_kj_mol": 256.3,
  "homo_ha": -0.329,
  "charge": 0,
  "multiplicity": 1
}



# 6
{
  "formula": "C18H44BrClInP2",
  "method": "the ωB97M-V functional and the def2-TZVPD basis",
  "species": ["In", "Cl", "P", "C", "C", "C", "C", "H", "C", "H", "H", "H", "H", "H", "H", "H", "C", "C", "H", "H", "H", "H", "H", "H", "C", "H", "C", "H", "H", "H", "H", "H", "H", "H", "H", "P", "C", "C", "C", "C", "H", "C", "H", "H", "H", "H", "H", "H", "H", "C", "C", "H", "H", "H", "H", "H", "H", "C", "H", "C", "H", "H", "H", "H", "H", "H", "Br"],
  "xyz": [[0.09, -0.09, -0.09], [1.22, -1.80, -1.44], [2.00, 1.66, -0.55], [2.42, 1.47, -2.34], [1.76, 3.46, -0.15], [3.35, 0.85, 0.43], [1.20, 1.28, -3.27], [2.99, 0.53, -2.35], [3.29, 2.64, -2.81], [2.67, 3.52, -3.00], [3.78, 2.36, -3.76], [4.09, 2.89, -2.09], [0.84, 0.24, -3.22], [1.48, 1.49, -4.31], [0.37, 1.94, -3.00], [3.37, -0.16, -0.02], [3.08, 0.70, 1.94], [4.67, 1.57, 0.14], [5.03, 1.38, -0.87], [5.45, 1.21, 0.83], [4.57, 2.66, 0.29], [2.02, 0.72, 2.20], [3.59, 1.48, 2.52], [3.47, -0.27, 2.27], [0.47, 3.94, -0.83], [2.62, 3.99, -0.59], [1.74, 3.70, 1.36], [0.54, 3.93, -1.93], [0.27, 4.97, -0.50], [-0.36, 3.29, -0.50], [1.00, 3.03, 1.83], [1.41, 4.74, 1.53], [2.73, 3.57, 1.83], [-0.86, 0.80, -1.34], [0.72, -0.52, 1.54], [-1.87, -1.84, 0.40], [-1.02, -3.45, 0.78], [-3.16, -1.50, 1.69], [-2.56, -1.97, -1.32], [0.24, -3.31, 1.65], [-0.70, -3.79, -0.22], [-2.02, -4.44, 1.39], [-2.18, -4.21, 2.45], [-1.58, -5.45, 1.33], [-2.98, -4.46, 0.87], [1.07, -2.91, 1.06], [0.54, -4.30, 2.03], [0.06, -2.65, 2.51], [-1.65, -2.26, -1.88], [-3.09, -0.66, -1.92], [-3.58, -3.10, -1.37], [-3.12, -4.09, -1.25], [-4.10, -3.10, -2.34], [-4.35, -2.97, -0.59], [-2.78, 0.24, -1.37], [-4.18, -0.66, -1.98], [-2.71, -0.54, -2.95], [-2.45, -1.22, 3.02], [-3.76, -2.43, 1.79], [-4.09, -0.35, 1.27], [-2.07, -2.13, 3.50], [-3.16, -0.74, 3.71], [-1.61, -0.51, 2.85], [-3.47, 0.55, 1.10], [-4.78, -0.15, 2.10], [-4.68, -0.59, 0.38], [-1.29, 1.84, 1.55]],
  "lumo_ev": 2.7,
  "orbital_gap_ev": 6.16,
  "de_lowest_kj_mol": 0.0,
  "homo_ha": -0.126,
  "charge": -1,
  "multiplicity": 1
}



# 7
{
  "formula": "C7H15N",
  "method": "the ωB97M-V functional and the def2-TZVPD basis",
  "species": ["C", "C", "N", "C", "C", "C", "C", "C", "H", "H", "H", "H", "H", "H", "H", "H", "H", "H", "H", "H", "H", "H", "H"],
  "xyz": [[-3.65, 1.01, -1.19], [-2.78, 0.41, -0.39], [2.00, 0.54, 0.70], [2.62, -0.73, 0.50], [1.58, -1.79, 0.92], [0.26, -1.13, 0.52], [0.61, 0.38, 0.63], [0.02, 1.24, -0.46], [-3.74, 2.10, -1.27], [-4.50, 0.53, -1.68], [-2.60, 0.30, -3.60], [-2.38, -0.50, -0.83], [-2.12, 0.73, -3.24], [3.52, -0.85, 1.09], [2.67, -0.84, -0.60], [1.76, -2.77, 0.48], [1.60, -2.01, 1.97], [0.02, -1.41, -0.50], [-0.53, -1.36, 1.23], [0.29, 0.71, 1.64], [-1.09, 1.04, -0.50], [0.46, 1.01, -1.43], [0.23, 2.30, -0.32]],
  "lumo_ev": -2.4,
  "orbital_gap_ev": 4.01,
  "de_lowest_kj_mol": 876.0,
  "homo_ha": -0.237,
  "charge": 0,
  "multiplicity": 1
}



# 8
{
  "formula": "CHCl3OSi",
  "method": "the ωB97M-V functional and the def2-TZVPD basis",
  "species": ["C", "O", "Si", "Cl", "Cl", "Cl", "H"],
  "xyz": [[1.77, 0.03, 0.02], [0.95, 0.88, 0.33], [-2.47, -0.20, 0.64], [-2.33, 1.84, 0.28], [1.75, -1.53, 0.65], [-2.25, -1.08, -1.23], [2.59, 0.06, -0.69]],
  "lumo_ev": -0.6,
  "orbital_gap_ev": 8.89,
  "de_lowest_kj_mol": 197.2,
  "homo_ha": -0.349,
  "charge": 0,
  "multiplicity": 1
}



> Look up the multiplicity of the eighth one.

1



> What is the formula in the third record?

C23H37N3O2